Record 1
This record from the Open Molecules 2025 dataset describes a structure of composition C25H19CaN3O6S3. The level of theory is the ωB97M-V functional and the def2-TZVPD basis.

As for the energy: -93940.993 eV. The value obtained for the LUMO energy is 4.3 eV. Its net charge is -2. As for the HOMO energy: -0.819 eV. For the relative energy (zero: lowest compared OMol25 entry of this formula, charge and spin), the calculation gives 12.6 kcal/mol.

Geometry as XYZ:
```
57
C25H19CaN3O6S3 the ωB97M-V functional and the def2-TZVPD basis
Ca -0.991 -0.263 0.779
S 2.441 -1.158 2.597
S -0.320 -2.394 -0.983
S -0.582 0.884 -1.808
O 2.647 -2.482 3.157
O 0.023 2.295 1.003
O -5.472 -0.184 0.967
O -3.299 -0.812 0.963
O 3.208 -0.102 3.237
O -0.221 4.369 0.201
N 0.892 -0.755 2.455
N -2.571 1.754 0.629
N -1.049 -0.003 3.307
C -1.883 0.319 4.287
C 0.252 -0.962 -5.302
C 2.866 -1.215 0.884
C -1.554 0.229 5.627
C 3.687 -2.410 -1.017
C -3.832 1.418 0.425
C -0.113 -1.767 -2.605
C -0.005 -0.032 -4.302
C -4.288 3.571 -0.513
C -4.733 2.318 -0.149
C -0.276 -0.247 5.930
C -0.683 3.148 0.535
C -2.145 2.963 0.281
C 0.190 -0.465 3.585
C -4.255 -0.010 0.827
C -2.957 3.919 -0.294
C 0.319 -2.308 -4.962
C 0.143 -2.684 -3.638
C 2.829 -0.195 -1.284
C 2.575 -0.126 0.072
C 3.416 -2.362 0.344
C 3.394 -1.337 -1.848
C 3.629 -1.402 -3.332
C 0.601 -0.601 4.934
C -0.203 -0.391 -2.963
H 0.512 -3.066 -5.714
H -2.865 0.659 3.970
H 0.738 4.325 0.328
H 1.584 -0.977 5.173
H 3.591 -3.218 0.982
H -0.074 1.021 -4.551
H 4.087 -3.322 -1.447
H 2.761 -1.012 -3.866
H 2.517 0.626 -1.918
H -5.752 1.987 -0.289
H 0.389 -0.633 -6.327
H 2.100 0.755 0.484
H -4.962 4.282 -0.977
H -2.267 0.503 6.391
H 0.201 -3.733 -3.368
H 4.505 -0.817 -3.624
H 0.035 -0.350 6.965
H -2.561 4.881 -0.581
H 3.778 -2.432 -3.660
```

Record 2
This record from the Open Molecules 2025 dataset describes a cluster of 2 separate species, C4H7NO2 in total in a non-equilibrium geometry. The level of theory is the ωB97M-V functional and the def2-TZVPD basis.

As for the energy: -9845.414 eV. The value obtained for the LUMO energy is 0.7 eV. As for the HOMO energy: -10.071 eV. For the relative energy (zero: lowest compared OMol25 entry of this formula, charge and spin), the calculation gives 43.0 kcal/mol.

Geometry as XYZ:
```
14
C4H7NO2 the ωB97M-V functional and the def2-TZVPD basis
O -1.008 -0.788 1.922
O 0.065 0.155 -3.220
N 1.291 -1.027 -0.232
C 0.454 1.261 0.250
C -0.992 -0.798 0.501
C 0.355 -0.229 0.106
C -0.523 0.311 -2.261
H 2.138 -0.475 -0.408
H -1.836 -0.177 0.170
H 0.195 1.490 1.285
H 1.459 1.633 0.037
H -0.260 1.741 -0.414
H -1.119 -1.809 0.088
H -0.218 -1.287 2.177
```

Record 3
This record from the Open Molecules 2025 dataset describes a structure of composition C10H7BClO4 in a non-equilibrium geometry. The level of theory is the ωB97M-V functional and the def2-TZVPD basis.

As for the energy: -31874.616 eV. The value obtained for the LUMO energy is 2.5 eV. Its net charge is -1. As for the HOMO energy: -3.645 eV.

Geometry as XYZ:
```
23
C10H7BClO4 the ωB97M-V functional and the def2-TZVPD basis
Cl 0.962 -2.887 2.019
O -2.617 -2.906 1.449
O 1.647 0.256 2.680
O -2.116 -3.228 -0.939
O 0.187 -1.679 -1.800
C 0.849 2.670 -1.981
C -0.019 -0.986 -0.810
C 0.929 1.051 0.492
C 0.403 1.274 -2.027
C 0.889 0.120 1.754
C 0.449 0.500 -0.795
C 1.405 2.424 0.521
C -0.687 -1.505 0.470
C -0.231 -0.978 1.706
C 1.348 3.203 -0.724
B -1.830 -2.585 0.300
H 0.037 0.776 -2.948
H 0.781 3.259 -2.925
H -0.731 -1.313 2.648
H -2.236 -2.530 -1.606
H 1.796 2.849 1.474
H 1.709 4.262 -0.741
H -2.924 -2.046 1.782
```

Record 4
This record from the Open Molecules 2025 dataset describes a cluster of 2 separate species, C7H13INO in total in a non-equilibrium geometry. The level of theory is the ωB97M-V functional and the def2-TZVPD basis.

As for the energy: -19103.238 eV. The value obtained for the LUMO energy (spin up / spin down) is 2.1 / 2.1 eV. Its net charge is -1. As for the HOMO energy (spin up / spin down): -3.750 / -3.750 eV.

Geometry as XYZ:
```
23
C7H13INO the ωB97M-V functional and the def2-TZVPD basis
I -4.967 0.499 0.241
O 1.612 -2.107 -0.256
N 0.944 -1.196 -0.749
C -0.493 0.823 -0.074
C 0.546 1.513 0.875
C -0.284 -0.724 -0.034
C -0.432 -1.446 1.358
C -1.411 -1.419 -0.775
C 1.910 1.232 0.367
C 2.433 1.459 -0.947
H -1.498 -1.226 -1.756
H 2.802 0.545 -1.388
H -2.293 -1.098 -0.388
H -1.590 0.852 0.158
H -1.175 -2.426 -0.774
H 3.340 2.226 -0.894
H 0.353 -1.317 2.077
H -0.598 -2.453 1.265
H 1.688 1.910 -1.731
H -0.502 1.309 -1.114
H 0.255 2.679 0.747
H -1.168 -0.917 1.930
H 0.530 1.280 1.863
```